C25H33NO4 | the ωB97M-V functional and the def2-TZVPD basis

Geometry as XYZ:
```
63
Properties=species:S:1:pos:R:3
C 2.465 0.529 -0.689
C -1.325 -0.202 -0.244
H -3.459 1.465 -0.929
C -3.347 -0.320 1.506
H -6.294 -2.562 0.888
C 2.458 1.682 -0.051
H -1.598 -2.496 -1.134
H -2.562 3.271 -2.116
H 3.549 -1.910 -1.996
H -1.540 1.631 -2.310
C -0.630 3.531 -1.243
H -3.947 -3.563 1.273
H 5.564 -2.026 -0.778
O 4.815 -1.610 1.094
O -0.446 -0.936 0.255
H 3.371 2.718 1.911
N 0.306 2.349 -0.555
H 4.964 0.590 2.377
C -5.514 -1.916 0.856
C 3.288 1.835 1.246
H -0.867 4.158 -0.560
H -1.568 0.414 2.367
H -5.053 1.351 1.304
C -1.679 1.216 0.254
C 3.980 -0.498 0.858
H 0.480 1.251 1.204
C -3.086 -2.102 -2.562
O 1.484 -2.043 -1.516
H 0.971 -1.760 -0.869
C -4.240 -2.389 1.118
C -2.561 1.879 -0.594
H -2.948 -3.145 -3.203
C -0.422 1.996 0.588
H -3.297 -1.370 -3.322
C -5.921 -0.538 0.987
H 7.899 -1.036 -0.217
H 1.679 0.277 -1.490
H -2.184 -1.998 1.764
H 7.328 -0.791 1.647
H 6.130 -2.801 0.713
C -1.949 2.710 -1.798
C 3.115 -0.452 -0.604
C -3.056 -1.482 1.354
H 3.017 -2.779 -0.526
H 1.888 3.249 -1.234
H -2.564 1.677 2.491
H -0.846 -1.591 -2.590
H 6.686 0.048 -0.187
C -4.739 0.376 1.115
H 1.635 3.494 0.481
H 0.076 3.793 -2.206
H -3.930 -2.134 -2.024
H -6.809 -0.294 0.675
H -2.912 2.983 0.170
C 4.174 0.749 1.455
C 6.976 -0.989 0.351
C -1.718 -1.744 -1.898
C 5.872 -2.088 0.230
C 1.597 2.901 -0.208
C 2.895 -1.756 -1.123
C -2.264 0.677 1.748
O -2.047 -0.630 -1.443
H -0.716 2.894 1.263
```

Computed properties:
net charge = 0
LUMO energy = 0.583 eV
HOMO energy = -7.858 eV
HOMO-LUMO gap = 0.31020 hartree
energy above the lowest of the compared OMol25 structures with the same formula, charge and spin = 2026.0 kJ/mol

Mulliken atomic charge list, values in e, 5 entries:
1. C 0.11
2. C 0.06
3. H 0.41
4. C 0.25
5. H 0.57